(1)
The following is a quantum chemistry calculation of a 4-piece molecular cluster, C3H14NO4 overall at a distorted geometry, from the Open Molecules 2025 dataset.

Cartesian coordinates (Å):
C 1.60443 -2.17152 0.36868
C 1.21349 -0.70662 0.09234
C -0.14012 -0.35365 0.78828
O -0.73650 0.80184 0.29953
N 1.92679 -2.99748 -0.81778
H 0.81543 -2.66720 0.93707
H 2.49336 -2.21239 1.00928
H 1.96517 -0.02699 0.48191
H 0.99888 -0.59419 -0.97037
H 0.07594 -0.21019 1.87126
H -0.80289 -1.23241 0.73352
H 2.47190 -2.41242 -1.43699
H 1.06353 -3.26345 -1.27304
H -2.28028 0.43648 0.87751
H -3.05596 0.19951 2.18775
O -3.15828 0.10771 1.23682
H -0.08064 2.14836 -2.24038
H -0.47769 0.95052 -1.36046
O -0.28318 1.21109 -2.30850
H -0.44435 3.74966 -0.13522
H -0.08818 2.27531 0.41737
O 0.13194 3.26010 0.44603

Atoms 1-6, force components in eV/Å:
0.63 0.04 0.07
-1.37 -0.74 0.58
0.66 0.74 0.32
0.03 -0.64 -0.12
-0.11 0.06 0.66
-0.08 -0.10 -0.10

- ΔE to the lowest compared entry with this formula, charge and spin: 9.4 kcal/mol
- Charge: -1

***

(2)
The following is a quantum chemistry calculation of a 14-piece molecular cluster, C23H60BCl2F6O18 overall at a distorted geometry, from the Open Molecules 2025 dataset.

Cartesian coordinates (Å):
C 5.52475 -0.82302 -1.78984
C 5.45070 0.67470 -2.09989
Cl 7.01750 1.52274 -2.07931
C 4.32238 1.29232 -2.37023
Cl 4.40608 3.01491 -2.71700
C 3.04730 0.42428 -2.39118
O 3.02020 -0.23811 -3.61488
B 2.38597 0.80938 -4.53689
O 1.76059 1.85776 -3.65051
C 1.64948 1.14070 -2.44076
C 1.24687 1.93138 -1.17851
O 1.97642 2.73037 -0.73962
C -0.15384 1.72604 -0.46523
F -1.17261 2.12018 -1.25696
F -0.14816 2.60580 0.56826
C -0.32940 0.33375 0.19708
F -1.34859 0.45666 1.09785
F 0.75864 0.11758 0.93608
C -0.70472 -0.86376 -0.71913
F -1.55946 -0.56470 -1.69769
F -1.35380 -1.76828 0.07887
C 0.49709 -1.65343 -1.33363
O 1.45081 -1.97822 -0.73849
O 0.35883 -2.00371 -2.65202
H 5.12247 -1.34924 -2.66899
H 6.55583 -1.13657 -1.58661
H 4.87768 -1.02708 -0.92233
H 3.02778 -0.16257 -1.45062
H 1.47115 0.17173 -5.03879
H 3.22891 1.23048 -5.29318
H 0.74200 0.50999 -2.66090
H -0.00482 -2.91795 -2.64764
C 1.15490 3.58972 3.97766
O -0.25351 3.53482 4.18229
H 1.62616 3.93912 4.89360
H 1.53551 2.59483 3.73476
H 1.38397 4.28436 3.16567
H -0.64907 3.22375 3.36122
C -1.53797 -1.14589 -5.75985
O -1.28209 -0.28572 -4.66386
H -1.78949 -0.53393 -6.62505
H -0.64840 -1.74063 -5.98756
H -2.37959 -1.81032 -5.53322
H -1.06142 -0.84155 -3.90953
C 3.09384 -4.59621 1.79500
O 1.93288 -3.79205 1.95616
H 3.13840 -5.30502 2.61964
H 3.04426 -5.14567 0.85097
H 3.99044 -3.97143 1.80966
H 1.90630 -3.17134 1.22075
C -2.18371 2.73830 -4.68882
O -1.97452 3.62123 -3.59144
H -2.38850 3.33742 -5.57535
H -1.29278 2.13359 -4.86139
H -3.03918 2.08536 -4.49113
H -1.79542 3.07934 -2.81502
C 3.30499 6.62095 5.54321
O 3.59569 6.67135 4.15601
H 4.23890 6.69531 6.09783
H 2.65474 7.45788 5.81617
H 2.81563 5.67529 5.79020
H 2.75573 6.60686 3.68536
C -0.85474 -3.60010 3.62743
O -2.02502 -2.78798 3.79093
H -0.80807 -4.31235 4.45009
H -0.90806 -4.14417 2.68254
H 0.03598 -2.97244 3.64237
H -2.04695 -2.16629 3.05474
C 0.01397 -2.80389 7.85046
O 0.35913 -2.79810 6.47174
H 0.92839 -2.71909 8.43396
H -0.63810 -1.95702 8.08000
H -0.49209 -3.73823 8.10979
H -0.46059 -2.87336 5.97128
C 1.82532 -4.28050 -4.47410
O 0.42481 -4.34884 -4.22210
H 2.33132 -3.94029 -3.57358
H 2.19900 -5.27222 -4.74641
H 2.01841 -3.57260 -5.28249
H 0.00588 -4.64966 -5.03692
C 1.34153 -4.50329 -8.24845
O 0.16670 -4.05128 -7.57913
H 2.03273 -4.90084 -7.50891
H 1.08108 -5.29020 -8.96153
H 1.81309 -3.66827 -8.77127
H -0.42757 -3.70322 -8.25134
C -4.57532 1.16820 1.97201
O -4.29304 2.55181 1.80054
H -5.56110 1.06818 2.42272
H -4.57037 0.66579 1.00070
H -3.83132 0.71332 2.63055
H -3.41925 2.62063 1.40052
C -4.09530 -6.02778 3.62518
O -4.24988 -4.62485 3.47922
H -5.05668 -6.50301 3.43739
H -3.36316 -6.40553 2.90482
H -3.76962 -6.26941 4.64171
H -3.38752 -4.21713 3.64903
C -8.27406 0.36188 1.29610
O -8.45566 1.76873 1.18427
H -9.23455 -0.12349 1.13682
H -7.56548 0.01678 0.53864
H -7.90510 0.11189 2.29449
H -7.59759 2.18384 1.32698
C 1.57717 9.63280 3.72812
O 1.22394 8.33193 3.27469
H 2.54761 9.57293 4.21613
H 1.64218 10.32176 2.88229
H 0.83516 9.99696 4.44403
H 0.36531 8.39761 2.84440

Atoms 1-6, force components in eV/Å:
-0.11 0.66 -0.28
1.41 -0.91 0.53
-0.65 -0.50 -0.04
-0.58 1.28 0.43
-0.46 -0.65 0.03
-1.17 0.20 0.22

- Charge: -1

***

(3)
The following is a quantum chemistry calculation of a single C5H3N3 molecule at a distorted geometry, from the Open Molecules 2025 dataset.

Cartesian coordinates (Å):
C 2.09936 -0.12823 -0.01726
N 1.13520 -1.27041 -0.02814
C -0.01329 -0.73199 0.14556
C -1.49171 -1.00324 0.01399
N -2.08456 0.13118 -0.06942
N -1.19802 1.28228 -0.00827
C -0.03238 0.69666 0.12986
C 1.42832 1.06904 -0.10006
H 3.20390 -0.39798 -0.08643
H -1.97890 -1.98249 -0.27005
H 1.86496 1.96570 0.06469

Atoms 1-6, force components in eV/Å:
-0.52 0.60 -1.05
-0.31 0.33 0.38
-0.50 -1.14 -0.35
0.18 -0.58 -0.91
-1.75 -1.26 -0.08
3.01 -2.16 0.52

- ΔE to the lowest compared entry with this formula, charge and spin: 77.0 kcal/mol
- Charge: 0
- SMILES string: C1=NC2=CN=NC2=C1

***

(4)
The following is a quantum chemistry calculation of a single C3H7NO molecule, from the Open Molecules 2025 dataset.

Cartesian coordinates (Å):
N -0.13378 -1.74626 1.16456
C 0.59600 -1.14765 0.04296
C -0.18225 -0.12149 -0.77979
C -0.39411 1.17936 -0.04976
O 0.10097 2.21159 -0.40851
H 0.14724 -1.35816 2.05202
H -1.14165 -1.72256 1.06794
H 1.47547 -0.65864 0.44979
H 0.94223 -1.93832 -0.63205
H -1.09590 -0.59181 -1.13447
H 0.41804 0.07767 -1.66934
H -1.01084 1.08937 0.85810

Atoms 1-6, force components in eV/Å:
0.14 -0.02 -0.10
-0.30 -0.20 0.40
0.64 -0.16 -0.49
-0.06 -0.79 -0.43
-0.05 0.31 0.20
-0.22 0.03 0.00

- ΔE to the lowest compared entry with this formula, charge and spin: 30.4 kcal/mol
- Charge: 0
- SMILES string: NCCC=O

***

(5)
The following is a quantum chemistry calculation of a single C11H14N2S molecule at a distorted geometry, from the Open Molecules 2025 dataset.

Cartesian coordinates (Å):
C 1.85811 1.56861 1.71224
C 2.13491 2.24868 0.23676
S 2.75461 1.17518 -1.08262
C 1.17971 1.14222 -2.05872
C 0.01552 0.72652 -1.20069
C -1.03473 1.55421 -0.61925
N -1.73101 0.88030 0.15064
C -1.32956 -0.46092 0.01015
C -1.90159 -1.69142 0.41872
C -3.15422 -1.40985 1.19592
C -1.13682 -2.80318 0.33110
C 0.23011 -2.84505 -0.27181
C 0.59837 -1.69039 -0.85591
N -0.27929 -0.55791 -0.71992
H 2.36052 2.33565 2.57572
H 0.74353 1.20135 1.92159
H 2.57742 0.53221 1.50105
H 1.40718 2.90380 -0.33263
H 3.05842 3.07249 0.37608
H 1.25489 0.53177 -2.93452
H 0.91182 1.99873 -2.62174
H -1.22356 2.58355 -0.65320
H -2.63278 -1.01721 2.20636
H -3.96965 -0.81178 0.71563
H -3.69911 -2.36565 1.43493
H -1.24279 -3.74277 0.80785
H 0.89222 -3.60024 -0.61624
H 1.35774 -1.45890 -1.62750

Atoms 1-6, force components in eV/Å:
1.74 -0.84 -1.02
1.98 2.92 0.95
-0.74 0.10 -0.48
-0.67 -1.56 1.00
-1.06 1.74 -0.37
5.68 -0.20 -3.47

- ΔE to the lowest compared entry with this formula, charge and spin: 114.0 kcal/mol
- Charge: 0
- SMILES string: CCSCc1cnc2c(C)cccn12

***

(6)
The following is a quantum chemistry calculation of a 6-piece molecular cluster, CH15N2O5 overall at a distorted geometry, from the Open Molecules 2025 dataset.

Cartesian coordinates (Å):
N 2.33229 -0.20360 0.64062
C 1.59519 0.95569 0.33962
N 0.31196 0.74833 0.00935
H 1.93801 -1.14346 0.73940
H 3.28997 -0.20097 1.00760
H 1.98897 1.97147 0.50047
H -0.25428 1.59194 -0.18834
H -0.10475 -0.06338 -0.34325
H -1.47090 -0.73848 -3.25573
H -2.28115 -0.61354 -1.87742
O -1.44926 -0.65554 -2.35675
H -0.72151 3.91078 2.13505
H 0.61341 4.32336 1.92173
O 0.12607 3.61742 2.43990
H -0.76619 -5.97605 1.42583
H -0.54070 -6.71222 0.13650
O -0.42947 -5.88456 0.56115
H -0.80379 4.32896 -1.38815
H -0.59612 2.96354 -2.04306
O -1.01238 3.41746 -1.32880
H -0.96129 -1.70220 0.94296
H -0.60766 -2.20408 -0.37402
O -0.19643 -1.73089 0.35534

Atoms 1-6, force components in eV/Å:
-0.12 2.49 -0.14
-0.86 -4.95 1.07
1.90 5.04 -0.02
-0.66 0.79 -0.50
-0.65 0.79 -0.44
-0.11 -0.76 -0.16

- ΔE to the lowest compared entry with this formula, charge and spin: 44.5 kcal/mol
- Charge: +1

***

HOMO-LUMO gap values (in eV) by entry order: 8.6, 6.8, 7.5, 10.3, 8.2, 10.6.
Molar mass values (in g mol⁻¹) by entry order: 128.15, 820.42, 105.10, 73.09, 206.31, 135.14.